[1]
# C41H35As2IrN2O2S

C41H35As2IrN2O2S as an isolated structure (ωB97M-V/def2-TZVPD, the OMol25 dataset).

Positions of all 84 atoms, in Å:
Ir (0.78446, 1.09416, -0.17099)
C (-0.51974, -2.30777, 0.18194)
C (-0.55164, -1.48658, 1.45362)
As (-1.35723, 0.24291, 0.97475)
C (-3.01267, -0.60223, 0.26960)
C (-3.91927, -1.07632, 1.21572)
C (-5.01581, -1.81938, 0.81826)
C (-5.20356, -2.12458, -0.51927)
C (-4.29392, -1.67678, -1.46145)
C (-3.20432, -0.91307, -1.07180)
C (-2.11733, 1.05548, 2.58432)
C (-3.26203, 1.84163, 2.41264)
C (-3.88458, 2.41505, 3.50641)
C (-3.35468, 2.23055, 4.77430)
C (-2.19342, 1.49659, 4.94469)
C (-1.56629, 0.91688, 3.85154)
As (0.38187, -1.47965, -1.45024)
C (-0.08191, 0.17636, -2.48592)
C (0.76490, 0.18959, -3.59603)
C (0.99707, 1.34221, -4.32043)
C (0.43216, 2.54254, -3.91026)
C (-0.45031, 2.55166, -2.84373)
C (-0.72499, 1.38235, -2.11950)
C (-0.27812, -2.85052, -2.71159)
C (-0.98917, -2.50837, -3.86112)
C (-1.50102, -3.50010, -4.67985)
C (-1.28663, -4.83449, -4.37336)
C (-0.58661, -5.18370, -3.22862)
C (-0.06763, -4.19650, -2.41029)
H (-1.52416, -2.63353, -0.10170)
H (0.10329, -3.20149, 0.31540)
H (0.45861, -1.31873, 1.84161)
H (-1.14890, -1.99761, 2.22012)
H (-3.76392, -0.85633, 2.26641)
H (-5.71970, -2.16304, 1.55849)
H (-6.05501, -2.70972, -0.82517)
H (-4.42944, -1.91873, -2.50343)
H (-2.50902, -0.56995, -1.83197)
H (-3.67714, 1.97098, 1.41202)
H (-4.78696, 2.99307, 3.37913)
H (-3.85099, 2.65617, 5.62890)
H (-1.77914, 1.37280, 5.93373)
H (-0.65446, 0.34462, 3.98233)
H (1.26721, -0.73188, -3.87691)
H (1.64010, 1.30898, -5.18401)
H (0.66419, 3.45840, -4.43169)
H (-0.95426, 3.46554, -2.56152)
H (-1.60861, 1.40203, -1.47512)
H (-1.16295, -1.46908, -4.11462)
H (-2.06139, -3.23073, -5.56372)
H (-1.65321, -5.60265, -5.03338)
H (-0.42967, -6.22384, -2.98748)
H (0.49695, -4.47356, -1.52417)
O (4.85533, 0.88929, -0.75721)
S (3.54646, 0.40448, -0.48881)
O (2.55079, 0.52892, -1.56903)
N (2.77726, 1.17637, 0.74352)
C (3.14230, 2.38812, 1.21672)
C (4.45073, 2.86002, 1.35903)
C (4.68826, 4.13938, 1.85982)
C (3.66477, 4.95461, 2.28780)
C (2.32681, 4.51594, 2.19515)
C (1.22144, 5.27346, 2.62768)
C (-0.05020, 4.79988, 2.40824)
C (-0.21059, 3.60892, 1.69478)
N (0.80382, 2.86039, 1.31127)
C (2.06167, 3.25795, 1.59367)
C (3.55612, -1.33391, -0.07877)
C (3.57172, -1.78271, 1.22799)
C (3.55954, -3.15204, 1.47082)
C (3.54560, -4.04359, 0.40799)
C (3.54418, -3.58499, -0.90263)
C (3.55739, -2.21916, -1.14781)
H (5.28051, 2.23017, 1.07468)
H (5.70504, 4.49515, 1.92564)
H (3.86174, 5.93521, 2.69232)
H (1.38205, 6.21531, 3.12831)
H (-0.91987, 5.33724, 2.75492)
H (-1.20095, 3.25940, 1.42238)
H (3.61363, -1.06707, 2.03628)
H (3.56723, -3.52405, 2.48512)
H (3.57313, -5.10452, 0.60098)
H (3.56072, -4.28533, -1.72556)
H (3.61434, -1.82246, -2.15187)

Properties
HOMO-LUMO gap, hartree: 0.1977
Strongest force on any atom, eV Å⁻¹: 4.20
2S+1: 1
Molar mass, g mol⁻¹: 961.87
Net charge: +2
HOMO energy, eV: -13.06

[2]
# C41H35FeN4O9P2Te

C41H35FeN4O9P2Te as an isolated structure (ωB97M-V/def2-TZVPD, the OMol25 dataset).

Positions of all 93 atoms, in Å:
Fe (0.16463, -0.12122, 0.14044)
C (-6.79564, -1.17263, -0.64140)
C (-5.29795, -1.18621, -0.45706)
C (-4.58152, -2.37602, -0.48045)
C (-3.19456, -2.40275, -0.37284)
C (-2.45142, -3.69179, -0.45258)
O (-1.36051, -3.80152, -0.97818)
C (-3.11849, -4.91004, 0.09887)
C (-2.86853, -6.14208, -0.50073)
C (-3.43212, -7.29807, 0.01098)
C (-4.23210, -7.23862, 1.14406)
C (-4.46439, -6.01926, 1.76364)
C (-3.91473, -4.85897, 1.24240)
C (-2.47603, -1.16803, -0.23800)
O (-1.20699, -1.16960, -0.13482)
C (-3.21584, 0.05824, -0.16532)
C (-4.61012, -0.00071, -0.28830)
C (-2.55696, 1.33749, -0.01592)
N (-1.26834, 1.48667, -0.01084)
C (-0.65480, 2.79654, 0.19392)
C (-0.54210, 3.09442, 1.68744)
Te (0.08793, 1.21095, 2.58676)
C (-1.83227, 0.90989, 3.45154)
C (-2.38385, 1.91991, 4.23835)
C (-3.64072, 1.75632, 4.79806)
C (-4.35501, 0.58583, 4.57600)
C (-3.80153, -0.42554, 3.80343)
C (-2.53837, -0.27033, 3.24821)
C (-3.44015, 2.53254, 0.14786)
C (-4.14929, 2.69758, 1.33407)
C (-4.91144, 3.83730, 1.53714)
C (-4.98267, 4.81433, 0.55425)
C (-4.30401, 4.63844, -0.64316)
C (-3.53769, 3.50126, -0.84700)
H (-7.19540, -2.18402, -0.69535)
H (-7.06658, -0.65050, -1.56130)
H (-7.28414, -0.65160, 0.18403)
H (-5.10448, -3.31132, -0.63849)
H (-2.22873, -6.17384, -1.37306)
H (-3.24225, -8.24948, -0.46888)
H (-4.66813, -8.14306, 1.54845)
H (-5.07114, -5.97385, 2.65899)
H (-4.08043, -3.91116, 1.73760)
H (-5.17477, 0.92366, -0.26921)
H (-1.20536, 3.59325, -0.30405)
H (0.34642, 2.74989, -0.22959)
H (-1.50943, 3.37929, 2.09799)
H (0.19344, 3.87286, 1.88138)
H (-1.82468, 2.83162, 4.41514)
H (-4.06747, 2.54753, 5.40177)
H (-5.33996, 0.46295, 5.00797)
H (-4.35692, -1.33789, 3.62579)
H (-2.09665, -1.05917, 2.65210)
H (-4.09685, 1.93078, 2.09694)
H (-5.44900, 3.96299, 2.46859)
H (-5.57792, 5.70392, 0.71388)
H (-4.36747, 5.38971, -1.41964)
H (-3.02244, 3.35256, -1.78888)
O (1.39940, -1.38156, 4.18064)
P (1.47146, -1.73426, 2.61782)
O (1.94909, -3.08039, 2.28466)
O (0.13363, -1.26471, 2.05412)
O (2.58709, -0.62249, 2.15099)
P (2.77495, -0.22612, 0.59190)
O (2.01118, -1.46647, -0.14321)
O (4.17044, -0.03717, 0.23010)
O (1.76429, 0.90720, 0.34878)
H (2.09674, -1.83677, 4.67582)
H (2.12346, -2.32162, 0.32824)
N (-0.02546, -1.03084, -7.01697)
C (0.00008, -0.59866, -8.31960)
C (-0.30914, -1.21267, -9.52712)
C (-0.20059, -0.43836, -10.66554)
C (0.20892, 0.90144, -10.60520)
C (0.51876, 1.50911, -9.40648)
C (0.40497, 0.74934, -8.24198)
N (0.60523, 1.10314, -6.93009)
C (0.34270, 0.03222, -6.22661)
C (0.37359, -0.01202, -4.77310)
C (0.67375, 1.15088, -4.05856)
C (0.63031, 1.12726, -2.68386)
N (0.31086, 0.03503, -1.98616)
C (0.06714, -1.09428, -2.65468)
C (0.08546, -1.15869, -4.03343)
H (-0.26821, -1.95202, -6.70146)
H (-0.62720, -2.24631, -9.57741)
H (-0.44107, -0.87353, -11.62652)
H (0.27817, 1.46773, -11.52483)
H (0.83328, 2.54273, -9.35448)
H (0.92989, 2.04688, -4.60468)
H (0.85841, 2.00912, -2.10051)
H (-0.16563, -1.96655, -2.05502)
H (-0.12405, -2.10686, -4.51058)

Properties
HOMO-LUMO gap (alpha / beta), hartree: 0.2720 / 0.2352
Strongest force on any atom, eV Å⁻¹: 3.03
2S+1: 2
Molar mass, g mol⁻¹: 973.14
Net charge: 0
<S²>: 1.20
HOMO energy (alpha / beta), eV: -7.81 / -7.88

Which formula does entry 2 have?
C41H35FeN4O9P2Te

Which of these has the lowest net charge?
C41H35FeN4O9P2Te